C46H106N2O35P4 | wB97M-V/def2-TZVPD

```
193
C46H106N2O35P4 wB97M-V/def2-TZVPD
P 20.72066 14.60267 16.66297
P 13.81226 19.40939 11.28572
P 20.67866 14.26774 11.14950
P 25.69915 19.26270 14.93621
O 13.91356 20.58302 10.24979
O 19.64165 14.57094 12.14986
O 17.91539 18.94472 14.00489
O 13.68693 19.83103 12.69416
O 23.96149 25.78092 15.92883
O 26.06509 21.73417 10.29303
O 21.35432 19.47534 17.74811
O 27.48157 22.71622 11.56613
O 22.15039 14.48477 11.65726
O 24.48001 24.39985 14.37116
O 22.95398 19.51681 11.63579
O 26.35839 18.37302 15.85640
O 27.09629 16.77677 10.71124
O 21.99555 20.59750 13.35898
O 19.81146 20.97276 16.96079
O 20.57383 15.36034 17.93309
O 25.59944 20.75840 15.40370
O 22.02497 21.51532 17.05530
O 26.40093 19.33195 13.56778
O 20.81876 15.22668 9.90845
O 27.06892 17.58279 8.63010
O 22.35180 23.92602 7.66816
O 21.48937 24.29411 9.76250
O 21.05633 22.46990 8.74956
O 18.10966 19.95167 12.07560
O 25.56672 23.77091 11.13161
O 22.11137 13.85924 16.44800
O 19.56259 13.44920 16.55106
O 20.59125 15.32258 15.26186
O 20.51914 12.75483 10.61360
O 28.95298 17.49321 9.78920
O 24.20414 18.88704 14.48074
O 21.02048 18.79880 12.55478
O 12.57660 18.52143 10.74229
O 15.09930 18.59317 10.89521
N 18.18933 19.91926 13.28528
N 24.39312 25.51885 14.82806
C 29.03795 23.54784 13.14292
C 22.99292 21.64878 13.30728
C 18.72505 21.09890 13.95416
C 20.93130 20.67149 17.20839
C 20.51045 20.30544 7.95381
C 22.44106 13.90393 12.98083
C 11.24762 18.87486 11.13912
C 18.38993 11.78614 15.34666
C 22.51433 22.73989 12.30933
C 26.29507 22.84140 10.96800
C 20.96061 21.70995 7.55744
C 19.62301 15.51613 9.19683
C 22.10242 19.60612 12.47010
C 20.31634 18.96178 19.91312
C 25.66087 16.81581 10.71212
C 21.44013 12.22384 9.59509
C 24.88940 26.62326 13.97402
C 27.82936 19.53816 13.71669
C 19.68530 12.61750 15.38274
C 23.06670 17.45997 16.08930
C 21.01136 17.61858 11.71364
C 27.65998 17.27862 9.62466
C 23.20643 18.79872 15.52975
C 25.20929 15.95941 11.92902
C 20.78002 12.01032 8.22590
C 10.30875 18.36840 10.08531
C 18.26795 16.17240 15.65944
C 26.40438 21.27643 16.52362
C 22.19440 25.61371 9.84884
C 21.70034 22.81103 16.73223
C 16.87809 17.05110 11.30196
C 14.42591 21.88077 10.51870
C 24.87179 21.59938 9.46623
C 22.95286 13.69558 17.62554
C 27.71254 23.76428 12.51483
C 20.33871 18.73059 18.43794
C 29.65797 17.84645 8.58370
C 22.46858 12.73721 18.71748
C 19.64010 16.43200 15.00728
C 21.70846 23.60227 8.61055
C 22.95652 12.52210 12.88528
C 20.00175 16.64024 8.27396
C 28.54878 19.30016 12.43470
C 14.51650 22.63182 9.26658
C 25.41834 21.72240 17.64942
C 15.55345 17.57516 11.78745
H 22.10706 11.85300 12.76161
H 18.35966 15.99687 16.74075
H 23.55775 12.38272 11.97738
H 22.24721 19.16294 15.16292
H 21.88912 16.99558 11.90997
H 21.24093 18.69674 20.46213
H 28.16746 18.79752 14.42691
H 23.00223 16.76625 15.24052
H 21.51986 13.11528 19.13537
H 19.77644 13.16184 14.44384
H 18.41039 11.07083 16.19745
H 19.28730 14.63182 8.67490
H 14.80675 16.79307 11.75858
H 23.39786 12.23456 13.86749
H 24.98403 20.81663 18.11248
H 17.74548 17.13482 15.54646
H 9.29611 18.46301 10.41489
H 16.83856 16.46192 10.37263
H 20.01105 17.15269 11.83699
H 27.78001 24.69706 12.00367
H 10.53292 17.33669 9.83384
H 17.80202 15.31386 15.16474
H 25.92822 16.15789 12.73644
H 19.44400 19.11313 17.92755
H 20.44147 19.69726 7.03457
H 11.02933 18.36016 12.08155
H 10.50180 18.98047 9.21457
H 19.80405 21.06173 13.88558
H 28.12179 19.91518 11.63567
H 24.26101 16.40079 12.23484
H 17.59922 12.50291 15.30687
H 25.13109 14.94174 11.68044
H 18.29111 11.24900 14.35294
H 25.23912 16.45740 9.78202
H 23.90258 17.11036 16.70722
H 19.56620 18.29041 20.29147
H 20.45894 12.90351 7.72775
H 19.21024 16.89250 7.55181
H 29.62982 19.45328 12.52839
H 13.54658 22.60791 8.80427
H 15.41487 21.75422 10.97062
H 20.92119 16.43435 7.72566
H 22.29110 22.16713 11.43115
H 21.51617 13.93804 13.55819
H 27.03530 20.49069 16.91322
H 21.14010 17.98078 10.69738
H 22.33102 12.86290 9.49247
H 19.56292 16.51275 13.91464
H 25.39137 17.85337 10.90508
H 21.80779 26.05511 10.77355
H 22.70195 23.24266 16.67525
H 20.12873 22.06342 6.92492
H 19.48178 20.33706 8.37454
H 14.84225 23.61374 9.52755
H 22.99699 14.68416 18.06552
H 17.30646 16.44404 12.13141
H 29.47977 24.46367 13.56154
H 15.74843 17.99272 12.79967
H 24.83753 22.35705 8.68882
H 23.46200 19.53263 16.32202
H 21.07574 22.82452 15.85717
H 21.47981 11.46868 7.62823
H 21.83295 21.82700 6.95824
H 28.29738 18.23415 12.15709
H 21.70866 23.40371 12.60183
H 24.60629 22.38059 17.28232
H 18.22440 21.93470 13.46631
H 23.20606 12.66601 19.54358
H 24.02470 21.53692 10.12021
H 26.97675 22.14986 16.16570
H 26.84316 23.83075 13.18222
H 18.79870 15.81854 9.83604
H 30.67195 17.57994 8.87176
H 23.93658 21.24060 12.95121
H 28.95742 22.73766 13.87677
H 21.19283 23.32011 17.55988
H 20.10792 20.00681 20.13952
H 24.97803 20.61870 9.10472
H 23.18736 14.56998 13.40676
H 21.87189 11.27334 9.99154
H 23.19282 21.89124 14.34508
H 18.43819 21.21303 15.03046
H 29.72357 23.24394 12.32465
H 21.91452 26.27958 9.06182
H 21.26236 19.80555 8.58454
H 25.74145 27.00612 14.48158
H 20.13135 17.29695 15.38267
H 29.42969 17.28997 7.65729
H 27.94116 20.52876 14.17518
H 13.79246 22.41397 11.28667
H 15.25549 22.18276 8.64620
H 20.48287 17.71267 18.19030
H 20.51867 11.94264 15.55620
H 26.05176 22.21151 18.38646
H 23.28711 25.37344 9.95389
H 22.18844 17.40556 16.67520
H 24.99310 26.29735 12.96613
H 23.91125 13.31669 17.23793
H 24.16290 27.41981 13.96650
H 29.46886 18.87111 8.44553
H 20.04094 17.54645 8.88215
H 22.23501 11.73081 18.39754
H 17.61482 17.90688 11.05882
H 11.15649 19.93552 11.27045
H 23.37796 23.34610 12.00968
H 19.88042 11.36984 8.34979
```

Highest occupied orbital energy   -10.262 eV
Largest force on an atom   4.2 eV/A
HOMO-LUMO gap   10.268 eV